Density functional theory data (ωB97M-V/def2-TZVPD) for a cluster of 2 separate species, C7H14 in total.

The geometry in XYZ format:
```
21
C7H14 (ωB97M-V/def2-TZVPD)
C 0.592 -1.295 1.330
C 1.528 -0.515 0.489
C 2.324 -1.209 -0.609
C 0.357 0.885 -0.636
C -1.004 0.878 -0.098
C -2.169 1.825 -0.105
C -2.314 0.415 -0.647
H -0.468 -0.625 1.393
H 0.329 -2.284 0.924
H 0.732 -1.295 2.409
H 2.107 0.214 1.055
H 3.303 -1.574 -0.266
H 1.785 -2.073 -1.018
H 2.517 -0.509 -1.430
H 0.895 1.836 -0.536
H 0.553 0.336 -1.547
H -0.942 0.335 0.972
H -2.646 2.059 0.847
H -2.182 2.646 -0.818
H -2.482 0.251 -1.709
H -2.814 -0.301 0.001
```

Calculated values
calculated total energy	-7482.0939	eV

Density functional theory data (ωB97M-V/def2-TZVPD) for a cluster of 2 separate species, C4H14N3 in total.

The geometry in XYZ format:
```
21
C4H14N3 (ωB97M-V/def2-TZVPD)
C 1.550 -2.835 1.189
C 0.979 -1.494 0.749
N 1.082 -1.356 -0.722
H 2.632 -2.930 1.155
H 1.239 -3.031 2.221
H 1.113 -3.625 0.577
H -0.058 -1.420 1.084
H 1.534 -0.703 1.259
H 0.170 -1.301 -1.157
H 1.583 -0.513 -0.971
C -0.437 1.659 1.087
N -1.875 1.974 -2.301
C -0.961 1.886 -1.328
N -1.293 1.579 -0.115
H -0.668 2.619 1.546
H 0.599 1.575 0.773
H -0.670 0.858 1.778
H -2.733 1.467 -2.101
H -1.584 1.978 -3.269
H 0.076 2.092 -1.563
H -2.277 1.524 0.109
```

Calculated values
net charge	+1
calculated total energy	-8838.6881	eV

Density functional theory data (ωB97M-V/def2-TZVPD) for a cluster of 7 separate species, C43H31BrO27 in total.

The geometry in XYZ format:
```
102
C43H31BrO27 (ωB97M-V/def2-TZVPD)
C -0.069 3.613 1.276
C 0.320 2.614 0.176
Br 0.726 3.585 -1.491
C -0.711 1.527 -0.165
C -2.129 1.953 -0.201
C -2.596 3.112 -0.683
C -4.059 3.125 -0.588
O -4.809 4.041 -0.747
O -4.454 1.862 -0.233
C -3.333 1.173 0.224
O -3.466 0.161 0.841
H -0.235 4.600 0.863
H 0.732 3.659 2.010
H -0.965 3.289 1.797
H 1.227 2.110 0.488
H -0.435 1.148 -1.149
H -0.555 0.689 0.517
H -2.059 3.945 -1.102
O -0.746 -1.577 6.753
C -1.015 -0.736 5.915
C -0.332 0.544 5.795
C -0.711 1.408 4.843
O -0.148 2.595 4.660
C -1.837 1.092 3.895
O -2.151 1.932 3.069
C -2.494 -0.188 3.992
C -2.119 -1.064 4.936
O -2.656 -2.263 5.095
H 0.469 0.756 6.488
H -0.618 3.012 3.913
H -3.280 -0.388 3.277
H -2.191 -2.672 5.852
O 2.738 0.304 -3.114
C 3.660 0.833 -3.717
C 4.533 1.828 -3.138
C 5.520 2.355 -3.877
O 6.365 3.270 -3.434
C 5.754 1.937 -5.310
O 6.667 2.486 -5.899
C 4.897 0.926 -5.890
C 3.906 0.401 -5.153
O 3.061 -0.520 -5.578
H 4.356 2.111 -2.110
H 6.966 3.467 -4.179
H 5.084 0.628 -6.912
H 2.432 -0.666 -4.841
O 1.847 11.198 -1.049
C 1.594 10.119 -0.548
C 1.387 9.901 0.869
C 1.127 8.662 1.309
O 0.923 8.364 2.582
C 1.046 7.479 0.374
O 0.821 6.390 0.878
C 1.230 7.696 -1.041
C 1.487 8.936 -1.483
O 1.670 9.235 -2.757
H 1.449 10.753 1.530
H 0.762 7.401 2.615
H 1.155 6.843 -1.700
H 1.840 10.197 -2.791
O 0.567 -1.520 -4.958
C 0.425 -2.731 -5.038
C 0.447 -3.498 -6.262
C 0.257 -4.826 -6.202
O 0.258 -5.612 -7.263
C 0.022 -5.552 -4.895
O -0.152 -6.754 -4.951
C 0.031 -4.777 -3.674
C 0.219 -3.453 -3.738
O 0.238 -2.671 -2.672
H 0.614 -2.972 -7.191
H 0.096 -6.518 -6.933
H -0.118 -5.287 -2.733
H 0.387 -1.760 -2.994
O 1.553 -1.671 1.760
C 1.402 -2.880 1.734
C 1.399 -3.675 0.529
C 1.210 -4.998 0.613
O 1.216 -5.791 -0.448
C 0.979 -5.693 1.925
O 0.793 -6.895 1.899
C 1.012 -4.897 3.135
C 1.213 -3.579 3.049
O 1.255 -2.771 4.095
H 1.557 -3.174 -0.415
H 1.071 -6.700 -0.119
H 0.864 -5.405 4.078
H 1.412 -1.876 3.735
O -6.581 -5.788 3.518
C -5.460 -5.572 3.098
C -4.864 -6.248 1.965
C -3.612 -5.940 1.601
O -2.985 -6.503 0.581
C -2.795 -4.906 2.339
O -1.659 -4.708 1.941
C -3.394 -4.215 3.458
C -4.649 -4.521 3.821
O -5.282 -3.945 4.827
H -5.456 -6.988 1.445
H -2.096 -6.101 0.549
H -2.807 -3.465 3.968
H -6.167 -4.358 4.866
```

Calculated values
calculated total energy	-170415.8762	eV

no.,Kohn-Sham gap (eV),F_max (eV Å⁻¹)
1,9.7,3.25
2,8.5,1.17
3,7.8,1.43